This record from the Open Molecules 2025 dataset describes C19H27CsN7O5S2 as an isolated structure. The level of theory is ωB97M-V with the def2-TZVPD basis set.

* ΔE to the lowest compared entry with this formula, charge and spin: 0.0 kJ/mol
* HOMO-LUMO gap: 7.8 eV
* E_HOMO: -10.346 eV
* charge: +1

Geometry as XYZ:
```
61
Properties=species:S:1:pos:R:3:forces:R:3
Cs 1.9432 -1.1791 -0.7241 -0.2 -0.2 -0.2
C 7.9459 -2.2470 0.5707 0.0 0.0 0.0
N 6.9655 -2.2786 1.6400 0.0 0.0 0.0
C 7.2057 -2.6908 2.9328 0.0 0.0 0.0
C 6.0557 -2.5810 3.6086 0.1 -0.1 0.0
N 5.0882 -2.0926 2.7249 0.0 0.0 0.0
C 5.6687 -1.9188 1.4813 -0.1 0.0 -0.1
S 5.0600 -1.4073 0.0079 0.3 0.1 0.1
C 3.7539 -1.8425 3.1448 0.0 0.1 0.0
C 3.4920 -1.7527 4.5143 0.0 0.0 0.0
C 2.1860 -1.5960 4.9283 0.0 0.0 0.0
C 1.1770 -1.5142 3.9788 0.0 0.0 0.0
C 1.5516 -1.5600 2.6529 0.0 0.1 0.0
N 2.8100 -1.7132 2.2309 -0.1 -0.2 0.0
H 8.8948 -2.5917 0.9726 0.0 0.0 0.0
H 8.0463 -1.2329 0.1894 0.0 0.0 0.0
H 7.6264 -2.8932 -0.2445 0.0 0.0 0.0
H 8.1720 -3.0390 3.2489 0.0 0.0 0.0
H 5.8387 -2.8491 4.6231 0.0 0.0 0.0
H 4.2809 -1.7813 5.2488 0.0 0.0 0.0
H 1.9607 -1.5320 5.9841 0.0 0.0 0.0
H 0.1393 -1.4010 4.2562 0.0 0.0 0.0
H 0.7957 -1.4656 1.8776 -0.1 0.0 0.1
C 2.3778 2.5499 -2.9925 0.0 0.0 0.0
C 2.1330 2.6663 -1.5114 0.1 0.0 0.0
N 2.1571 3.9026 -0.9847 0.0 0.0 0.0
O 1.9276 1.6741 -0.8168 -0.1 0.1 -0.1
H 2.3997 3.5087 -3.5056 0.0 0.0 0.0
H 1.5997 1.9263 -3.4295 0.0 0.0 0.0
H 3.3355 2.0504 -3.1417 0.0 0.0 0.0
H 2.3744 4.7105 -1.5393 0.0 0.0 0.0
H 2.0652 4.0034 0.0126 0.0 0.0 0.0
C -6.7336 4.0512 -2.6418 0.0 0.0 0.0
C -5.6547 2.9843 -2.5128 0.1 0.0 0.0
S -6.4128 1.3758 -2.4220 0.0 0.0 0.0
O -7.2030 1.3204 -1.2202 0.0 0.0 0.0
O -6.9925 1.0838 -3.7022 0.0 0.0 0.0
C -5.0476 0.2454 -2.1987 0.0 0.0 0.0
C -4.5370 0.2372 -0.7669 0.0 0.0 0.1
N -3.3646 -0.6298 -0.6260 0.0 0.0 -0.1
C -2.0775 -0.2096 -0.6456 0.0 0.0 0.0
N -1.2249 -1.2166 -0.5208 -0.1 0.0 0.0
C -1.9867 -2.3423 -0.4189 0.0 0.0 0.0
C -3.3014 -2.0005 -0.4900 0.0 0.0 0.1
N -4.4313 -2.8811 -0.4436 0.0 0.0 -0.1
O -5.5354 -2.4033 -0.6362 0.0 0.0 0.1
O -4.1916 -4.0518 -0.2412 0.0 0.0 0.1
C -1.6887 1.2195 -0.7789 0.0 0.1 0.0
H -6.2671 5.0334 -2.6990 0.0 0.0 0.0
H -7.3995 4.0323 -1.7813 0.0 0.0 0.0
H -7.3222 3.8955 -3.5441 0.0 0.0 0.0
H -5.0656 3.1178 -1.6034 0.0 0.0 0.0
H -4.9913 2.9694 -3.3784 0.0 0.0 0.0
H -4.2689 0.5020 -2.9193 0.0 0.0 0.0
H -5.4642 -0.7253 -2.4699 0.0 0.0 0.0
H -5.3157 -0.1029 -0.0928 0.0 0.0 0.0
H -4.2276 1.2311 -0.4494 0.0 0.0 0.0
H -1.5820 -3.3335 -0.3071 0.0 0.0 0.0
H -2.0904 1.8207 0.0388 0.0 0.0 0.0
H -2.0470 1.6488 -1.7167 0.0 0.0 0.0
H -0.6037 1.2956 -0.7512 0.0 0.0 0.0
```
Forces are in eV/Å.

=====

This record from the Open Molecules 2025 dataset describes C19H18Br2N3O6Pd as an isolated structure. The level of theory is ωB97M-V with the def2-TZVPD basis set.

* ΔE to the lowest compared entry with this formula, charge and spin: 3.2 kJ/mol
* HOMO-LUMO gap: 5.1 eV
* E_HOMO: -11.806 eV
* charge: +1

Geometry as XYZ:
```
49
Properties=species:S:1:pos:R:3:forces:R:3
Pd -0.5756 1.3687 0.2821 -0.2 -0.1 0.0
Br 2.7754 -0.5876 -3.4774 0.0 0.0 -0.1
C 3.1452 0.1045 -1.8389 -0.1 0.1 0.1
C 4.3902 -0.0217 -1.2669 0.1 0.0 0.1
C 4.6298 0.5596 -0.0335 0.0 0.0 0.0
Br 6.3319 0.3636 0.6593 0.0 0.0 0.0
C 3.6234 1.2574 0.7451 0.2 -0.1 0.0
C 3.8555 1.7627 2.0290 0.0 0.0 0.0
C 2.8122 2.3486 2.7084 0.0 0.0 0.0
C 1.5576 2.3901 2.1155 -0.1 0.0 0.0
N 1.3236 1.9104 0.8880 0.3 0.0 -0.1
C 2.3427 1.3848 0.2066 -0.2 0.0 0.0
C 2.1000 0.9970 -1.2236 0.3 -0.1 0.0
O 1.2274 1.4727 -1.8875 -0.2 0.0 -0.1
H 5.1709 -0.5798 -1.7626 0.0 0.0 0.0
H 4.8347 1.6909 2.4800 0.0 0.0 0.0
H 2.9466 2.7541 3.7002 0.0 0.0 0.0
H 0.7018 2.8141 2.6176 0.0 0.0 0.0
C -2.1935 -1.7006 -3.0749 0.0 0.0 0.0
C -2.9980 -2.1649 -1.8684 0.0 0.0 0.0
C -2.1618 -2.2809 -0.5728 0.0 -0.1 0.0
C -3.0556 -2.7344 0.6003 0.0 0.0 0.0
C -2.3084 -2.8572 1.9211 0.0 0.0 0.0
C -1.0821 -3.3333 -0.7954 -0.1 0.0 0.0
O -1.3425 -4.4809 -1.0422 0.0 0.0 0.0
N 0.2465 -2.9191 -0.7307 0.0 0.0 0.0
C 0.6703 -1.6402 -0.4572 0.0 -0.2 -0.1
O 1.8933 -1.3939 -0.4563 0.0 0.0 0.0
N -0.2471 -0.6997 -0.2136 0.0 0.0 0.1
C -1.5778 -0.9364 -0.2587 0.2 0.1 0.1
O -2.2914 0.0578 -0.0199 0.0 -0.1 -0.1
H -2.8313 -1.6345 -3.9550 0.0 0.0 0.0
H -1.3869 -2.3987 -3.3123 0.0 0.0 0.0
H -1.7592 -0.7102 -2.9155 0.0 0.0 0.0
H -3.4323 -3.1482 -2.0506 0.0 0.0 0.0
H -3.8128 -1.4702 -1.6618 0.0 0.0 0.0
H -3.4895 -3.6926 0.3139 0.0 0.0 0.0
H -3.8670 -2.0106 0.6846 0.0 0.0 0.0
H -1.5076 -3.5979 1.8627 0.0 0.0 0.0
H -2.9836 -3.1747 2.7143 0.0 0.0 0.0
H -1.8731 -1.9029 2.2285 0.0 0.0 0.0
H 0.9434 -3.6318 -0.8985 0.1 0.1 0.0
C -1.4235 5.2851 1.3289 0.0 0.0 0.0
O -0.7624 4.0014 1.2376 0.0 0.0 0.0
C -1.4044 3.0946 0.4764 -0.1 0.3 0.2
O -2.4334 3.3018 -0.0953 0.0 -0.1 0.0
H -0.7981 5.8917 1.9758 0.0 0.0 0.0
H -2.4168 5.1616 1.7539 0.0 0.0 0.0
H -1.5067 5.7297 0.3401 0.0 0.0 0.0
```
Forces are in eV/Å.

=====

This record from the Open Molecules 2025 dataset describes a 9-piece molecular cluster, C40H70BN10O3 overall in a non-equilibrium geometry. The level of theory is ωB97M-V with the def2-TZVPD basis set.

* HOMO-LUMO gap: 7.0 eV
* E_HOMO: -12.054 eV
* charge: +1

Geometry as XYZ:
```
124
Properties=species:S:1:pos:R:3:forces:R:3
C 11.4224 0.9784 0.2455 0.5 -1.3 0.6
O 11.0851 2.3682 -0.0531 -2.6 -0.5 -1.0
B 9.9323 2.4792 -0.8915 2.6 -0.8 -0.5
O 10.0026 1.9364 -2.2183 -0.6 2.0 2.1
C 8.6415 3.2675 -0.2702 -4.1 0.5 1.9
N 8.4971 4.6788 -0.3886 1.2 -3.0 -0.3
N 7.5810 5.5326 0.0179 -2.8 -1.5 1.6
C 6.4649 5.0116 0.6826 2.2 -2.7 -0.6
C 6.3788 3.4975 0.9468 2.1 0.3 -1.1
C 7.4830 2.5247 0.4925 0.1 3.8 -0.8
C 7.4923 0.9569 0.7622 -0.5 0.6 0.8
C 6.2642 0.1573 0.1087 0.4 -1.7 -0.3
C 6.5086 -0.2554 -1.4393 -1.1 -0.2 0.7
O 4.9725 0.7923 0.2780 1.3 0.3 0.4
H 10.9911 0.2355 -0.5133 0.6 1.2 0.9
H 12.5518 0.8354 0.2876 -1.6 0.4 -0.2
H 10.9974 0.7245 1.2811 0.6 0.4 -1.5
H 10.7081 2.4473 -2.6729 -0.2 -0.9 0.1
H 9.2839 5.1248 -0.9042 -1.0 -0.1 0.6
H 5.6571 5.7372 1.0449 1.5 -1.2 -0.7
H 5.4638 3.1115 1.5120 1.6 0.6 -1.0
H 7.4035 0.8230 1.9070 0.2 0.4 -1.7
H 8.4731 0.4394 0.4763 -1.3 1.0 0.2
H 6.1997 -0.8473 0.6772 0.4 1.5 -0.7
H 6.8367 -1.3601 -1.4601 -0.2 1.9 -0.1
H 5.4721 -0.2486 -1.9457 1.7 0.2 0.7
H 7.2335 0.4347 -1.9796 -1.0 -1.0 0.6
H 4.8445 0.9689 1.2349 0.0 -0.4 -0.8
C 0.7473 -2.8007 1.5097 -0.1 0.0 0.0
C 2.0291 -1.9757 1.5557 -0.3 -0.1 0.2
C 2.7349 -1.8961 0.1998 0.2 -0.8 0.0
C 3.1148 -3.2739 -0.2578 0.7 -2.1 -1.0
N 3.4137 -4.3554 -0.6162 -0.8 3.1 1.1
H 0.9473 -3.8412 1.2414 0.0 0.1 0.0
H 0.2638 -2.8058 2.4893 0.0 0.0 -0.1
H 0.0410 -2.3872 0.7837 0.0 0.0 0.1
H 2.7043 -2.4105 2.3002 0.0 0.1 -0.1
H 1.7881 -0.9629 1.8923 0.1 0.0 -0.1
H 3.6370 -1.2848 0.2816 0.0 -0.1 -0.2
H 2.0805 -1.4369 -0.5470 0.0 -0.1 0.0
C 1.8362 2.4233 -3.8804 -0.1 0.1 0.0
C 2.6840 1.2723 -3.3515 0.1 0.3 0.0
C 2.0887 -0.1001 -3.6737 -0.7 0.2 0.5
C 0.7293 -0.2255 -3.0436 -2.1 -0.5 0.8
N -0.3344 -0.3233 -2.5482 3.2 0.3 -1.4
H 0.8441 2.4377 -3.4215 0.1 -0.1 0.0
H 2.3120 3.3811 -3.6539 0.0 -0.1 0.0
H 1.7134 2.3520 -4.9649 0.0 0.0 0.1
H 2.7967 1.3829 -2.2674 0.0 -0.1 0.0
H 3.6852 1.3385 -3.7872 -0.1 -0.1 0.0
H 2.7370 -0.8910 -3.2874 -0.2 -0.1 0.0
H 1.9971 -0.2348 -4.7547 -0.1 0.0 0.1
C 1.1237 -7.0324 -1.4891 0.0 0.1 0.0
C 1.9690 -8.1858 -0.9604 0.0 0.4 0.0
C 1.3730 -9.5581 -1.2833 -0.6 0.1 0.5
C 0.0153 -9.6861 -0.6564 -2.2 -0.5 0.9
N -1.0495 -9.7865 -0.1637 3.1 0.4 -1.4
H 0.1313 -7.0168 -1.0309 0.0 -0.1 -0.1
H 1.6012 -6.0770 -1.2611 0.0 -0.1 -0.1
H 1.0010 -7.1015 -2.5744 0.0 0.0 0.1
H 2.0807 -8.0762 0.1229 0.0 -0.1 -0.1
H 2.9707 -8.1208 -1.3950 -0.1 -0.1 0.1
H 2.0197 -10.3497 -0.8968 -0.2 0.0 0.0
H 1.2819 -9.6928 -2.3644 -0.1 0.0 0.1
C 4.6880 5.5333 -8.3752 0.0 0.0 -0.1
C 3.4023 5.5916 -7.5570 0.1 0.1 -0.4
C 3.5909 5.1115 -6.1159 0.1 -0.8 -0.3
C 4.0506 3.6828 -6.1087 0.8 -2.3 0.3
N 4.4123 2.5617 -6.1049 -1.0 3.3 0.0
H 5.0580 4.5095 -8.4721 0.0 0.1 0.1
H 4.5127 5.9113 -9.3850 0.0 0.0 0.1
H 5.4732 6.1414 -7.9158 0.0 0.0 -0.1
H 2.6387 4.9843 -8.0527 0.0 0.1 0.2
H 3.0353 6.6218 -7.5442 0.0 -0.1 0.1
H 2.6478 5.1848 -5.5684 0.1 -0.2 0.0
H 4.3316 5.7281 -5.5993 0.0 -0.2 0.0
C -3.2762 -0.1913 -1.0500 -0.1 -0.2 -0.1
C -4.4697 -1.0550 -0.6574 0.3 0.0 -0.2
C -5.3261 -0.4199 0.4407 0.5 -0.2 0.6
C -4.5019 -0.2176 1.6794 1.8 0.6 3.1
N -3.8396 -0.0607 2.6569 -2.6 -0.6 -3.8
H -2.5893 -0.0477 -0.2123 -0.1 0.1 -0.1
H -2.7112 -0.6666 -1.8533 -0.1 0.1 0.1
H -3.6030 0.7922 -1.3995 0.1 -0.1 0.1
H -4.1064 -2.0332 -0.3258 -0.2 0.1 0.0
H -5.0918 -1.2262 -1.5406 -0.1 0.0 0.2
H -6.1744 -1.0665 0.6789 0.0 0.2 0.2
H -5.7189 0.5460 0.1110 0.0 0.0 0.1
C -7.2746 0.6490 4.0826 0.1 0.0 0.1
C -8.6982 0.2761 4.4810 0.2 0.2 0.0
C -9.3217 -0.7628 3.5475 -0.1 0.5 -0.7
C -9.3809 -0.2201 2.1494 -0.2 0.6 -2.3
N -9.4267 0.2054 1.0515 0.2 -1.2 3.2
H -7.2374 1.1135 3.0934 -0.1 -0.1 0.0
H -6.8638 1.3698 4.7938 0.0 -0.1 -0.1
H -6.6221 -0.2293 4.0741 0.0 0.1 0.0
H -9.3126 1.1818 4.4915 -0.1 -0.2 0.0
H -8.6914 -0.1189 5.5009 -0.1 0.0 -0.1
H -10.3337 -1.0069 3.8802 0.1 0.1 -0.2
H -8.7322 -1.6843 3.5495 0.0 0.1 -0.1
C -3.2069 5.8729 1.7769 0.0 0.1 0.0
C -4.3323 4.8469 1.6957 0.0 0.3 0.0
C -3.8328 3.4045 1.8080 0.3 0.1 -0.8
C -2.8831 3.1032 0.6855 1.6 -0.8 -1.7
N -2.1384 2.8668 -0.1964 -2.1 0.8 2.6
H -2.4995 5.7611 0.9512 0.0 -0.1 0.1
H -3.6122 6.8862 1.7216 0.0 -0.1 0.1
H -2.6564 5.7774 2.7178 0.0 0.0 -0.1
H -4.8670 4.9812 0.7501 0.0 -0.1 0.1
H -5.0480 5.0397 2.4999 0.0 -0.1 -0.1
H -4.6747 2.7097 1.7582 0.2 -0.1 0.0
H -3.3208 3.2476 2.7610 0.0 -0.1 -0.1
C -12.3455 -4.7811 5.5525 0.0 -0.1 0.0
C -10.9206 -4.4579 5.9900 -0.2 -0.3 -0.2
C -10.8414 -3.2321 6.9033 -0.2 0.5 -0.6
C -11.3640 -2.0235 6.1833 -0.8 2.1 -0.8
N -11.7738 -1.0747 5.6176 1.2 -2.8 1.7
H -12.7799 -3.9697 4.9631 0.0 0.0 0.1
H -12.3566 -5.6772 4.9279 0.0 0.1 0.1
H -12.9899 -4.9614 6.4180 0.0 0.0 -0.1
H -10.3041 -4.2971 5.0997 0.0 0.0 0.1
H -10.5056 -5.3220 6.5166 0.1 0.2 0.0
H -9.8053 -3.0499 7.1997 -0.1 0.2 0.0
H -11.4304 -3.3901 7.8107 0.0 0.1 -0.1
```
Forces are in eV/Å.